{"formula": "C7H12O", "method": "ωB97M-V/def2-TZVPD", "charge": -1, "homo_energy_ev": [0.4, -2.8], "s_squared": 0.77, "multiplicity": 2, "homo_lumo_gap_ha": [0.0916, 0.2093], "symbols": ["C", "C", "C", "C", "C", "C", "C", "H", "H", "H", "H", "H", "H", "H", "H", "H", "H", "H", "H", "O"], "positions_angstrom": [[1.71711, -0.94221, 0.88635], [1.43721, -0.62649, -0.53452], [2.29878, 0.17508, -1.21523], [-1.02365, -0.95587, -0.25786], [0.10544, -0.90173, -1.04532], [-2.70426, -0.72112, -2.07180], [-2.29923, -1.33594, -0.92805], [1.49689, -0.11063, 1.51504], [1.13927, -1.73915, 1.37367], [2.76855, -1.24970, 1.05835], [2.21791, 0.41790, -2.27279], [3.15276, 0.71788, -0.87700], [-1.10535, -0.83027, 0.79412], [0.00008, -1.05877, -2.12268], [-3.53712, -1.13282, -2.66043], [-2.10120, 0.01502, -2.56585], [-2.91396, -2.08471, -0.42306], [-0.77068, 3.98340, 4.33543], [0.23302, 4.60714, 3.34024], [-0.11157, 3.77301, 3.67138]], "forces_ev_per_angstrom": [[0.6285, -0.9313, 1.0521], [-1.7600, 0.0040, -0.5340], [0.9630, 0.4451, -1.6507], [-2.0214, -1.4780, -1.7498], [1.7108, 0.0787, 0.5362], [-0.7012, -1.6501, -0.1549], [1.0945, 1.5540, 0.4519], [0.0824, 1.0902, 0.6922], [-0.2625, -0.1106, -0.7397], [-0.2989, 0.4575, -0.2249], [-0.8237, -0.1575, -0.0442], [0.7404, -0.3487, 1.0715], [0.5574, -0.1295, 0.8447], [-0.0250, 0.3838, 0.2752], [0.1303, 0.2637, 0.2913], [0.2626, 0.3452, 0.0160], [-0.2787, 0.1791, -0.1490], [-0.0443, 0.1579, 0.0048], [-0.1101, 0.0114, 0.0577], [0.1560, -0.1649, -0.0465]], "lowdin_spin": [0.0149, 0.1067, 0.2452, 0.1669, 0.1648, 0.1138, 0.0548, 0.0066, 0.0010, 0.0021, 0.0245, 0.0360, 0.0191, 0.0083, 0.0127, 0.0062, 0.0082, 0.0006, 0.0006, 0.0069]}